17
Properties=species:S:1:pos:R:3 method="wB97M-V/def2-TZVPD" homo_ev="-13.26 / -13.26" orbital_gap_ev="10.00 / 4.85" total_charge=+1 de_lowest_kcal_mol=6.9 multiplicity=2
C -0.450 -2.386 0.024
S -0.909 -1.469 -1.409
C -1.688 -0.030 -0.725
H 0.626 -2.271 0.184
H -0.626 -3.453 -0.040
H -0.941 -1.980 0.903
H -2.769 -0.143 -0.799
H -1.421 0.039 0.326
H -1.418 0.861 -1.282
N 2.181 1.102 0.661
C 1.529 2.030 1.534
O 0.131 2.140 1.209
H 1.810 0.171 0.821
H 1.952 1.353 -0.295
H 1.646 1.710 2.575
H 2.015 3.014 1.449
H -0.234 2.898 1.688

---

78
Properties=species:S:1:pos:R:3 method="wB97M-V/def2-TZVPD" homo_ev="-8.88 / -10.06" orbital_gap_ev="4.77 / 3.36" total_charge=+1 de_lowest_kcal_mol=63.6 multiplicity=5
C 0.405 1.035 0.159
C -0.219 1.921 -0.726
C -1.666 1.749 -0.604
H 0.242 2.709 -1.322
C -1.870 0.713 0.421
C -0.583 0.282 0.841
H -0.402 -0.384 1.679
H 1.472 1.014 0.367
H -2.408 2.497 -0.853
H -2.821 0.528 0.914
Ir -1.902 0.144 -1.803
Si -3.923 -3.795 -4.153
C -1.189 1.138 -3.404
C -0.767 0.337 -4.464
H -0.649 -0.728 -4.291
C -0.586 0.906 -5.720
H -0.341 0.268 -6.569
C -0.740 2.285 -5.882
H -0.622 2.738 -6.867
C -1.044 3.095 -4.794
H -1.149 4.176 -4.911
C -1.263 2.529 -3.529
H -1.560 3.139 -2.681
C -4.628 1.518 -0.986
C -4.849 2.887 -1.067
H -4.418 3.461 -1.885
C -5.611 3.514 -0.071
H -5.828 4.576 -0.172
C -6.062 2.793 1.034
H -6.640 3.294 1.812
C -5.774 1.429 1.149
H -6.096 0.860 2.020
C -5.047 0.798 0.133
H -4.767 -0.258 0.241
H -3.645 -2.371 -3.663
Si -3.931 0.474 -2.511
C -5.761 -0.231 -2.722
C -6.690 0.641 -3.301
H -6.345 1.478 -3.918
C -8.064 0.496 -3.070
H -8.755 1.231 -3.478
C -8.518 -0.581 -2.306
H -9.586 -0.665 -2.084
C -7.602 -1.519 -1.827
H -7.969 -2.360 -1.243
C -6.226 -1.379 -2.080
H -5.535 -2.179 -1.784
C -3.982 1.126 -4.374
C -4.191 2.474 -4.666
H -4.174 3.220 -3.876
C -4.406 2.883 -5.988
H -4.604 3.935 -6.201
C -4.329 1.961 -7.034
H -4.477 2.282 -8.068
C -4.065 0.619 -6.747
H -3.981 -0.110 -7.559
C -3.895 0.207 -5.419
H -3.685 -0.838 -5.199
H -2.759 -4.483 -4.654
Cl -4.401 -4.778 -2.394
N 1.959 1.554 -3.255
C 1.829 0.380 -2.634
N 0.772 -0.342 -2.345
C 1.106 -1.420 -1.555
C 2.477 -1.569 -1.334
S 3.359 -0.304 -2.037
C 0.077 -2.121 -0.853
C 0.299 -3.025 0.171
S -1.117 -3.412 1.023
C -2.027 -2.398 -0.077
N -1.274 -1.730 -0.950
N -3.368 -2.247 0.098
H 2.908 1.870 -3.419
H 1.175 2.056 -3.669
H 2.917 -2.357 -0.736
H 1.283 -3.382 0.449
H -3.765 -2.860 0.810
H -3.936 -2.198 -0.744

---

13
Properties=species:S:1:pos:R:3 method="wB97M-V/def2-TZVPD" homo_ev=-8.45 orbital_gap_ev=6.95 total_charge=0 de_lowest_kcal_mol=64.4
C 1.334 -0.052 -0.566
C -0.056 2.203 0.177
C -1.467 -1.574 0.429
O 2.324 -2.426 -0.758
S 2.653 -1.039 -0.420
S 1.487 1.623 -0.627
S -0.988 -0.804 -1.148
H 0.024 1.998 1.217
H -0.907 1.941 -0.480
H 0.244 3.286 0.169
H -1.065 -2.671 0.291
H -2.507 -1.543 0.463
H -1.076 -0.943 1.255

---

22
Properties=species:S:1:pos:R:3 method="wB97M-V/def2-TZVPD" homo_ev=-13.63 orbital_gap_ev=8.90 total_charge=+1
C -1.065 1.597 1.826
P -1.360 0.742 0.228
C -1.173 2.108 -0.961
N 0.326 0.021 0.028
C 1.426 0.587 0.423
S 2.849 -0.323 0.336
C 1.785 -1.831 0.137
Br 2.724 -3.332 -0.513
C 0.641 -1.258 -0.684
C -0.575 -2.144 -0.932
F -1.443 -1.490 -1.713
F -0.200 -3.250 -1.562
F -1.184 -2.483 0.206
H -0.582 2.569 1.730
H -2.035 1.726 2.308
H -0.469 0.962 2.484
H -1.004 1.721 -1.967
H -2.142 2.619 -0.966
H -0.400 2.835 -0.708
H 1.421 1.597 0.814
H 1.435 -2.018 1.155
H 1.022 -0.954 -1.668

---

86
Properties=species:S:1:pos:R:3 method="wB97M-V/def2-TZVPD" homo_ev=-6.56 orbital_gap_ev=5.97 total_charge=0 smiles=CCP(CC)c1c(Br)cc(OC[C@@H](C)O)c2nc(CCC(F)(F)F)cnc12.CCCC#N.CCCC#N.CCCC#N de_lowest_kcal_mol=182.0
C -3.697 1.387 0.889
C -3.321 2.954 0.982
P -2.342 3.504 2.477
C -3.123 3.084 4.137
C -4.403 2.112 4.091
C -0.504 3.211 2.387
C 0.367 3.993 3.447
Br -0.499 5.251 4.744
C 1.915 3.843 3.560
C 2.633 2.878 2.545
O 4.046 2.774 2.719
C 4.490 1.433 3.023
C 3.703 0.666 4.188
C 3.413 1.559 5.506
O 2.503 -0.050 3.725
C 1.813 2.102 1.421
N 2.622 1.297 0.535
C 1.759 0.635 -0.383
C 2.477 -0.325 -1.478
C 2.718 -1.767 -0.796
C 4.246 -2.115 -0.487
F 4.891 -2.896 -1.499
F 4.241 -2.954 0.695
F 5.065 -1.001 -0.167
C 0.212 0.739 -0.456
N -0.547 1.571 0.412
C 0.269 2.271 1.370
H -4.843 1.290 0.978
H -3.211 0.754 1.728
H -3.430 0.958 -0.148
H -4.321 3.534 0.927
H -2.778 3.217 -0.008
H -2.304 2.587 4.789
H -3.373 4.072 4.688
H -5.067 2.252 3.173
H -5.037 2.323 5.027
H -4.025 1.021 4.200
H 2.535 4.402 4.357
H 4.537 0.726 2.108
H 5.591 1.524 3.378
H 4.413 -0.179 4.553
H 2.356 1.992 5.545
H 4.241 2.337 5.698
H 3.479 0.817 6.396
H 2.842 -0.761 3.126
H 1.923 -0.349 -2.485
H 3.492 0.193 -1.691
H 2.149 -1.792 0.209
H 2.311 -2.596 -1.489
H -0.342 0.120 -1.246
C 4.502 -3.040 -4.817
C 4.589 -2.145 -6.043
C 4.705 -0.666 -5.681
C 3.492 -0.240 -4.897
N 2.537 0.099 -4.281
H 3.608 -2.825 -4.225
H 4.448 -4.090 -5.118
H 5.379 -2.915 -4.175
H 3.703 -2.307 -6.666
H 5.458 -2.438 -6.640
H 4.776 -0.061 -6.588
H 5.601 -0.485 -5.081
C 1.739 -5.910 -4.600
C 1.834 -6.182 -3.106
C 0.510 -5.951 -2.381
C 0.084 -4.516 -2.550
N -0.254 -3.386 -2.681
H 1.486 -4.866 -4.801
H 2.698 -6.112 -5.083
H 0.982 -6.546 -5.070
H 2.609 -5.539 -2.675
H 2.154 -7.217 -2.951
H 0.620 -6.169 -1.316
H -0.268 -6.607 -2.782
C -8.592 3.243 -0.610
C -8.477 1.729 -0.465
C -8.990 1.219 0.884
C -8.187 1.828 1.999
N -7.555 2.311 2.876
H -7.982 3.765 0.132
H -8.242 3.557 -1.596
H -9.630 3.570 -0.496
H -7.430 1.438 -0.598
H -9.048 1.251 -1.267
H -8.899 0.130 0.933
H -10.044 1.478 1.018

---

15
Properties=species:S:1:pos:R:3 method="wB97M-V/def2-TZVPD" homo_ev="-9.33 / -9.20" orbital_gap_ev="8.20 / 7.45" total_charge=0 de_lowest_kcal_mol=173.8 multiplicity=2
C 0.799 0.419 -0.227
C 0.512 0.992 -1.513
C -0.615 0.561 -2.257
O -1.215 1.200 -3.109
N -0.201 0.262 0.832
C 0.462 -0.061 2.045
O 1.294 -1.152 2.119
H 1.869 0.339 -0.033
H 0.340 -0.687 -0.081
H -2.593 -1.768 0.333
H 0.904 1.933 -1.909
H -1.071 -0.399 -1.908
H -0.165 0.089 2.932
H -1.956 -1.928 0.661
H 1.637 0.199 2.115

---

18
Properties=species:S:1:pos:R:3 method="wB97M-V/def2-TZVPD" homo_ev=-13.58 orbital_gap_ev=9.89 total_charge=+1 smiles="C=CC[C@@H](C)[NH3+]" de_lowest_kcal_mol=27.7
C 2.436 -1.398 -0.645
C 1.189 -1.348 -0.204
C 0.635 -0.103 0.476
C -0.686 0.403 -0.164
C -1.897 -0.260 0.443
N -0.692 1.919 -0.084
H 2.877 -2.318 -1.012
H 3.016 -0.487 -0.727
H 0.579 -2.234 -0.083
H 0.467 -0.416 1.489
H 1.403 0.659 0.365
H -0.620 0.134 -1.221
H -2.137 0.004 1.475
H -2.826 -0.021 -0.089
H -1.772 -1.332 0.317
H -0.087 2.273 -0.827
H -0.276 2.226 0.800
H -1.610 2.300 -0.308

---

112
Properties=species:S:1:pos:R:3 method="wB97M-V/def2-TZVPD" homo_ev=-10.80 orbital_gap_ev=5.24 total_charge=+1 de_lowest_kcal_mol=26.3
O -4.852 -4.815 3.287
N -4.321 -4.528 2.248
O -2.964 -4.727 2.444
P -2.264 -3.392 3.297
C -3.365 -1.867 3.316
C -2.665 -0.556 3.938
O -2.936 -0.171 5.105
I -1.276 0.522 2.622
H -0.993 -3.161 2.636
H -2.058 -3.874 4.645
H -3.745 -1.643 2.245
H -4.268 -2.097 4.004
C 2.745 1.644 3.919
C 2.974 0.171 3.712
O 2.049 -0.588 3.466
C 4.389 -0.331 3.820
H 1.680 1.863 3.812
H 3.062 1.932 4.922
H 3.297 2.215 3.170
H 4.778 -0.130 4.820
H 5.013 0.153 3.067
H 4.404 -1.409 3.649
C 0.052 0.272 -3.263
C -0.071 0.273 -1.763
O -1.087 0.662 -1.211
C 1.108 -0.225 -0.970
H -0.871 0.656 -3.702
H 0.880 0.916 -3.568
H 0.213 -0.747 -3.622
H 1.983 0.397 -1.173
H 1.316 -1.266 -1.227
H 0.878 -0.168 0.097
C 1.968 6.079 4.803
C 3.162 5.519 4.077
O 3.599 4.411 4.338
C 3.796 6.381 3.018
H 1.616 5.351 5.537
H 2.247 6.996 5.326
H 1.162 6.279 4.093
H 4.156 7.311 3.461
H 3.070 6.593 2.229
H 4.644 5.851 2.580
C -8.233 -1.658 4.607
C -8.500 -2.427 3.339
O -8.621 -1.860 2.270
C -8.611 -3.925 3.447
H -8.179 -0.592 4.378
H -9.045 -1.822 5.319
H -7.281 -1.973 5.040
H -9.439 -4.190 4.108
H -7.674 -4.339 3.828
H -8.804 -4.347 2.459
C -3.414 -2.989 -4.667
C -2.024 -3.345 -4.218
O -1.245 -3.919 -4.957
C -1.630 -2.963 -2.815
H -3.559 -3.324 -5.696
H -4.147 -3.486 -4.032
H -3.551 -1.905 -4.629
H -2.286 -3.459 -2.096
H -1.688 -1.879 -2.695
H -0.601 -3.281 -2.628
C 7.496 7.693 -0.294
C 7.371 7.692 1.206
O 6.358 8.083 1.757
C 8.548 7.188 1.999
H 6.574 8.081 -0.734
H 8.325 8.334 -0.598
H 7.653 6.674 -0.655
H 9.424 7.807 1.797
H 8.752 6.147 1.740
H 8.317 7.245 3.065
C -2.516 -0.564 8.065
C -3.010 -1.523 9.116
O -2.250 -2.288 9.679
C -4.480 -1.497 9.442
H -1.439 -0.694 7.934
H -3.010 -0.768 7.116
H -2.709 0.464 8.379
H -5.063 -1.742 8.552
H -4.760 -0.510 9.818
H -4.692 -2.239 10.215
C 2.189 -1.135 -6.092
C 3.273 -0.209 -5.608
O 3.006 0.825 -5.016
C 4.698 -0.606 -5.882
H 1.214 -0.723 -5.825
H 2.242 -1.234 -7.178
H 2.297 -2.113 -5.618
H 4.861 -0.681 -6.959
H 4.917 -1.560 -5.398
H 5.369 0.154 -5.479
C 5.235 4.244 -8.275
C 4.684 2.912 -7.842
O 5.395 1.925 -7.776
C 3.222 2.848 -7.492
H 6.300 4.141 -8.495
H 4.723 4.583 -9.178
H 5.113 4.976 -7.474
H 2.619 3.124 -8.360
H 3.010 3.517 -6.655
H 2.965 1.829 -7.199
C -5.838 -7.353 -5.920
C -4.754 -6.427 -5.438
O -5.019 -5.395 -4.846
C -3.328 -6.825 -5.716
H -6.813 -6.940 -5.651
H -5.788 -7.451 -7.007
H -5.730 -8.331 -5.447
H -3.167 -6.900 -6.793
H -3.109 -7.780 -5.233
H -2.654 -6.066 -5.312